One molecule with the formula C4H5N. Source: the Open Molecules 2025 dataset; level of theory: wB97M-V/def2-TZVPD.

Geometry as XYZ:
```
10
Properties=species:S:1:pos:R:3:mulliken_charge:R:1
C 2.689 -0.505 -0.810 -0.222
C 1.574 -0.843 -0.457 0.081
C 0.383 -0.716 0.304 -0.509
C -1.615 0.541 0.347 -0.732
N -0.711 -0.367 -0.349 -0.161
H 3.671 -0.197 -1.103 0.378
H -1.289 0.547 1.389 0.360
H -1.439 1.534 -0.078 0.265
H -2.683 0.313 0.282 0.261
H -0.755 -0.321 -1.368 0.278
```

Computed properties:
max |F| = 0.012 hartree/bohr
LUMO energy = 0.5430 eV
orbital gap = 8.65 eV
charge = 0
energy relative to the best compared isomer or geometry (same formula, charge and spin) = 93.5 kcal per mole

***

C4H5N2 as an isolated structure. Source: the Open Molecules 2025 dataset; level of theory: wB97M-V/def2-TZVPD.

Geometry as XYZ:
```
11
Properties=species:S:1:pos:R:3:mulliken_charge:R:1
C 1.396 -0.942 0.021 -0.382
C 0.045 -0.980 0.026 -0.067
C -1.790 0.436 -0.084 -0.044
C 1.083 1.234 0.037 0.234
N 1.855 0.332 -0.080 -0.197
N -0.505 0.253 0.111 -0.191
H 2.184 -1.787 0.031 0.364
H -0.373 -1.972 -0.020 0.398
H -2.581 -0.255 -0.203 0.269
H -2.308 1.353 -0.017 0.267
H 0.994 2.328 0.178 0.349
```

Computed properties:
max |F| = 0.070 hartree/bohr
LUMO energy = -6.1506 eV
orbital gap = 8.63 eV
charge = +1
energy relative to the best compared isomer or geometry (same formula, charge and spin) = 44.2 kcal per mole

***

C4H5N2 as an isolated structure. Source: the Open Molecules 2025 dataset; level of theory: wB97M-V/def2-TZVPD.

Geometry as XYZ:
```
11
Properties=species:S:1:pos:R:3:mulliken_charge:R:1
C 2.829 0.160 0.424 0.026
C -1.976 -0.197 0.039 -0.300
C -0.812 0.740 -0.126 -0.283
C 0.002 -0.318 -0.503 0.426
N 1.847 -0.055 -0.109 -0.172
N -0.658 -0.504 0.709 -0.362
H 3.896 0.084 0.593 0.377
H -2.613 0.223 0.802 0.273
H -2.308 -0.866 -0.759 0.257
H -0.652 1.699 0.140 0.347
H 0.446 -0.966 -1.210 0.409
```

Computed properties:
max |F| = 0.064 hartree/bohr
LUMO energy = -4.5300 eV
orbital gap = 11.48 eV
charge = +1
energy relative to the best compared isomer or geometry (same formula, charge and spin) = 92.8 kcal per mole

***

An isolated ion of composition C4H5N2 and charge +1. Source: the Open Molecules 2025 dataset; level of theory: wB97M-V/def2-TZVPD.

Geometry as XYZ:
```
11
Properties=species:S:1:pos:R:3:mulliken_charge:R:1
C -0.548 1.374 0.191 -0.029
C 0.412 0.814 -0.630 -0.524
C -1.245 0.430 1.122 -0.072
C 0.578 -0.562 -0.321 0.458
N -0.895 -0.754 1.060 -0.408
N 1.110 -1.682 -0.593 -0.234
H -0.747 2.549 0.259 0.305
H 1.031 1.365 -1.216 0.492
H -2.130 0.714 1.657 0.422
H 1.725 -1.839 -1.420 0.307
H 0.710 -2.410 -0.108 0.284
```

Computed properties:
max |F| = 0.095 hartree/bohr
LUMO energy = -6.3420 eV
orbital gap = 8.78 eV
charge = +1
energy relative to the best compared isomer or geometry (same formula, charge and spin) = 48.8 kcal per mole

***

An isolated ion of composition C4H5N2 and charge +1. Source: the Open Molecules 2025 dataset; level of theory: wB97M-V/def2-TZVPD.

Geometry as XYZ:
```
11
Properties=species:S:1:pos:R:3:mulliken_charge:R:1
C 2.595 -0.658 -0.050 -0.128
N 1.690 0.189 0.173 -0.046
C 0.696 0.965 -0.036 -0.363
C -0.604 0.523 0.011 -0.199
C -1.771 0.093 0.004 0.688
N -2.962 -0.326 0.017 -0.339
H 2.658 -1.057 -1.072 0.268
H 3.460 -1.018 0.665 0.267
H 0.822 2.117 0.036 0.299
H -2.970 -1.283 0.149 0.263
H -3.614 0.456 0.102 0.290
```

Computed properties:
max |F| = 0.097 hartree/bohr
LUMO energy (alpha / beta) = -4.8896 / -4.8898 eV
orbital gap (alpha / beta) = 8.76 / 8.76 eV
charge = +1
energy relative to the best compared isomer or geometry (same formula, charge and spin) = 44.6 kcal per mole

***

A 2-piece molecular cluster, C4H5N2 overall. Source: the Open Molecules 2025 dataset; level of theory: wB97M-V/def2-TZVPD.

Geometry as XYZ:
```
11
Properties=species:S:1:pos:R:3:mulliken_charge:R:1
C 3.551 -0.232 0.119 -0.130
C 2.358 0.000 0.084 -0.142
C -1.239 -1.192 -0.190 -0.117
C -1.407 1.411 0.155 -0.089
N -0.323 1.055 -0.668 -0.426
N -1.076 0.058 -0.283 0.413
H 4.164 -1.062 -0.114 0.286
H -0.456 -1.789 -0.476 0.315
H -1.948 -1.690 0.401 0.312
H -1.386 1.428 1.280 0.289
H -2.238 2.013 -0.308 0.291
```

Computed properties:
max |F| = 0.069 hartree/bohr
LUMO energy (alpha / beta) = -7.7783 / -6.5958 eV
orbital gap (alpha / beta) = 7.12 / 7.84 eV
charge = +1
energy relative to the best compared isomer or geometry (same formula, charge and spin) = 218.0 kcal per mole

***

C4H5N2 as an isolated structure. Source: the Open Molecules 2025 dataset; level of theory: wB97M-V/def2-TZVPD.

Geometry as XYZ:
```
11
Properties=species:S:1:pos:R:3:mulliken_charge:R:1
C 2.460 0.592 -0.090 0.548
C 2.454 -0.719 0.119 -0.448
C 0.981 -0.764 0.118 -0.085
C -0.973 0.946 0.045 -0.831
N 1.478 1.369 -0.164 -0.577
N 0.480 0.478 0.011 0.515
H 3.274 -1.448 0.062 0.367
H 0.330 -1.597 0.053 0.445
H -1.562 0.352 -0.695 0.328
H -1.359 1.093 0.959 0.375
H -1.188 1.912 -0.313 0.364
```

Computed properties:
max |F| = 0.087 hartree/bohr
LUMO energy = -8.2680 eV
orbital gap = 7.62 eV
charge = +1
energy relative to the best compared isomer or geometry (same formula, charge and spin) = 100.0 kcal per mole

***

An isolated ion of composition C4H5N2 and charge +1. Source: the Open Molecules 2025 dataset; level of theory: wB97M-V/def2-TZVPD.

Geometry as XYZ:
```
11
Properties=species:S:1:pos:R:3:mulliken_charge:R:1
C -1.763 0.382 -0.068 -0.020
N -0.470 0.258 0.077 -0.007
C 0.093 -0.999 -0.012 -0.043
C 1.421 -0.922 0.059 -0.436
N 1.833 0.422 -0.125 -0.194
C 0.930 1.214 0.053 0.029
H -2.449 -0.274 -0.525 0.277
H -2.171 1.270 0.219 0.287
H -0.597 -1.922 -0.005 0.340
H 2.256 -1.673 0.220 0.360
H 0.918 2.244 0.107 0.408
```

Computed properties:
max |F| = 0.063 hartree/bohr
LUMO energy = -6.4117 eV
orbital gap = 8.61 eV
charge = +1
energy relative to the best compared isomer or geometry (same formula, charge and spin) = 38.3 kcal per mole

***

An isolated ion of composition C4H5N2 and charge +1. Source: the Open Molecules 2025 dataset; level of theory: wB97M-V/def2-TZVPD.

Geometry as XYZ:
```
11
Properties=species:S:1:pos:R:3:lowdin_spin:R:1
C -0.249 -1.494 -3.058 0.192
C -0.100 0.159 0.205 0.591
C 0.645 -0.937 0.843 0.129
C -0.515 1.492 0.492 0.119
N 0.094 -0.823 -0.605 0.628
N -0.059 -1.222 -1.934 0.160
H 1.718 -1.025 1.041 0.046
H 0.256 -1.727 1.517 0.052
H -0.154 2.148 -0.374 0.039
H -0.043 1.812 1.396 0.000
H -1.593 1.618 0.478 0.042
```

Computed properties:
max |F| = 0.226 hartree/bohr
<S²> = 2.01
LUMO energy (alpha / beta) = -4.6444 / -10.1013 eV
orbital gap (alpha / beta) = 7.97 / 6.87 eV
charge = +1
multiplicity = 3
energy relative to the best compared isomer or geometry (same formula, charge and spin) = 146.1 kcal per mole

***

C4H5N2O as an isolated structure. Source: the Open Molecules 2025 dataset; level of theory: wB97M-V/def2-TZVPD.

Geometry as XYZ:
```
12
Properties=species:S:1:pos:R:3:lowdin_spin:R:1
C 2.115 -0.350 0.527 1.218
C 1.157 0.750 0.118 0.134
C 0.340 -0.561 -0.297 0.198
C -2.023 -0.088 0.060 0.004
N 1.551 -1.286 -0.155 0.261
N 1.076 1.920 -0.278 0.087
O -0.828 -1.000 0.076 0.077
H -1.730 0.682 0.793 0.001
H -2.911 -0.640 0.141 0.000
H -2.176 0.298 -0.972 0.002
H 1.595 -2.285 -0.033 0.014
H 1.833 2.559 0.020 0.003
```

Computed properties:
max |F| = 0.130 hartree/bohr
<S²> = 2.02
LUMO energy (alpha / beta) = -6.1592 / -7.3586 eV
orbital gap (alpha / beta) = 6.56 / 8.37 eV
charge = +1
multiplicity = 3
energy relative to the best compared isomer or geometry (same formula, charge and spin) = 82.6 kcal per mole

***

An isolated ion of composition C4H5N2O2 and charge +1. Source: the Open Molecules 2025 dataset; level of theory: wB97M-V/def2-TZVPD.

Geometry as XYZ:
```
13
Properties=species:S:1:pos:R:3:mulliken_charge:R:1
N -2.782 1.099 -0.059 -0.352
C -1.693 0.476 0.072 0.451
N -0.609 0.033 0.025 0.033
C 0.358 -0.937 0.001 0.733
O -0.142 -2.165 -0.159 -0.475
C 1.654 -0.572 0.092 -0.398
C 2.128 0.822 0.090 -0.153
O 3.287 1.121 0.110 -0.405
H -3.341 1.414 0.730 0.278
H -3.128 1.316 -0.995 0.285
H 0.511 -2.865 -0.034 0.379
H 2.432 -1.323 0.103 0.320
H 1.325 1.582 0.024 0.303
```

Computed properties:
max |F| = 0.050 hartree/bohr
LUMO energy = -5.4420 eV
orbital gap = 8.36 eV
charge = +1
energy relative to the best compared isomer or geometry (same formula, charge and spin) = 11.3 kcal per mole

***

A 2-piece molecular cluster, C4H5N2O3S overall. Source: the Open Molecules 2025 dataset; level of theory: wB97M-V/def2-TZVPD.

Geometry as XYZ:
```
15
Properties=species:S:1:pos:R:3:mulliken_charge:R:1
C -0.999 -1.476 -0.711 -0.451
C -0.842 -0.953 0.515 -0.149
C 1.078 -1.757 -0.223 0.159
C 1.107 -0.507 1.893 -0.749
N 0.191 -2.037 -1.183 -0.606
N 0.475 -1.097 0.772 0.254
O 4.139 0.256 1.278 -0.536
O 5.357 -0.468 -0.772 -0.526
O 3.471 1.203 -0.942 -0.475
S 4.142 0.134 -0.195 0.774
H -1.967 -1.811 -1.136 0.315
H -1.568 -0.220 1.152 0.231
H 2.153 -0.604 1.712 0.242
H 0.966 0.666 1.939 0.287
H 0.858 -1.069 2.967 0.229
```

Computed properties:
max |F| = 0.076 hartree/bohr
LUMO energy (alpha / beta) = 1.8486 / 3.3380 eV
orbital gap (alpha / beta) = 5.34 / 9.07 eV
charge = -1
energy relative to the best compared isomer or geometry (same formula, charge and spin) = 88.9 kcal per mole